DFT (ωB97M-V with the def2-TZVPD basis set) results for one molecule with the formula C15H19N3O5S2.

SMILES: CCOC(=O)CSc1nc2ccc(S(=O)(=O)N3CCOCC3)cc2[nH]1
Relative energy (zero: lowest compared OMol25 entry of this formula, charge and spin) in eV: 1.277
Highest occupied orbital energy in Ha: -0.3174

Structure (ORCA input):
```
! wB97M-V def2-TZVPD RIJCOSX def2/J DEFGRID3
* xyz 0 1
C 1.28244 2.67372 -6.00081
H 0.63193 2.86388 -6.84915
S -2.37132 -2.17387 1.42273
H 1.78116 4.76717 -5.71982
H -3.31148 1.29600 3.65244
H -1.11287 0.61557 4.34708
H 2.36813 -3.22333 0.69475
H -0.56907 -1.59035 3.41524
O 0.74067 2.78523 -2.79098
C 1.88142 3.14046 -2.98326
H 0.76371 1.36848 -1.56014
C -1.57845 -0.26916 4.80803
O -2.43420 -3.50729 1.95312
H 2.65302 3.01601 -0.96538
C -3.77064 -0.74378 3.12082
N 2.91494 -0.87111 -0.76610
C -0.74267 -1.85531 0.76716
C 1.38220 3.92843 -5.14732
N 1.25223 0.58120 -1.14429
O -3.36105 -1.77562 0.46606
H 0.40483 4.18914 -4.72963
O -2.88239 0.04392 5.23238
C -0.56860 -0.68184 0.06414
C 3.00108 2.91893 -1.99200
C -3.70387 0.39181 4.14115
C -1.57789 -1.41461 3.79257
C 1.77366 -1.35729 -0.18987
C 2.56832 0.25732 -1.31711
N -2.41923 -1.03568 2.67572
C 1.56008 -2.53109 0.52683
H 3.82625 3.59798 -2.19402
H -1.02398 -0.54950 5.70488
H -4.35032 -0.46022 2.24307
O 2.31259 3.74495 -4.07079
H -4.22539 -1.63069 3.58525
H 0.86805 1.85396 -5.41895
C 0.28503 -2.76513 1.00007
H -1.40115 -0.01852 -0.09995
H 0.04457 -3.66066 1.55094
H 2.26632 2.38699 -6.36360
H -4.69144 0.59699 4.55634
S 3.69958 1.23049 -2.21897
H -1.95159 -2.33586 4.26165
C 0.70600 -0.44635 -0.41888
*
```

Atom charges from the natural (NBO) analysis, given in e for atoms 1 to 6:
1. C -0.64
2. H 0.22
3. S 2.32
4. H 0.20
5. H 0.17
6. H 0.16

***

DFT (ωB97M-V with the def2-TZVPD basis set) results for C3Br3F3 as an isolated structure.

Relative energy (zero: lowest compared OMol25 entry of this formula, charge and spin) in eV: 2.548
Highest occupied orbital energy (alpha / beta) in Ha: -0.3214 / -0.3214

Structure (ORCA input):
```
! wB97M-V def2-TZVPD RIJCOSX def2/J DEFGRID3
* xyz 0 1
F 2.18594 0.12945 0.20590
C 0.03928 0.86106 0.87076
C -2.30331 0.14224 0.05440
C 0.88777 -0.24730 0.30022
Br -3.60026 1.37512 0.10815
F 0.95884 -1.35662 1.14482
Br 0.20407 2.45364 -0.08199
Br -2.84202 -1.61718 -0.20692
F 0.52459 -0.53861 -0.91616
*
```

Atom charges from the natural (NBO) analysis, given in e for atoms 1 to 6:
1. F -0.33
2. C -0.12
3. C -0.29
4. C 0.79
5. Br 0.25
6. F -0.33

***

DFT (ωB97M-V with the def2-TZVPD basis set) results for a 2-piece molecular cluster, C6H14NO2 overall.

Relative energy (zero: lowest compared OMol25 entry of this formula, charge and spin) in eV: 1.827
Highest occupied orbital energy in Ha: -0.4336

Structure (ORCA input):
```
! wB97M-V def2-TZVPD RIJCOSX def2/J DEFGRID3
* xyz 1 1
C 1.22822 -0.33996 1.09363
H -3.10055 0.54692 0.02164
O 0.65024 2.63333 -2.22598
H -0.87912 0.55216 -1.74314
H -3.19530 -1.13021 -1.83720
H -1.03634 1.26724 0.49697
H -0.38623 -1.08007 -2.00207
H 1.60512 -1.06490 3.09602
C -2.45151 -0.30923 0.10350
H -2.93264 -1.05656 0.82018
H -1.56807 -0.62974 -3.02663
C -0.14236 -0.68886 0.83821
H 1.68946 0.33223 0.36322
H 1.22823 2.68799 -1.45255
H -0.43129 -1.67544 0.79605
C -1.05769 0.20349 0.46330
C -2.33594 -1.02380 -1.22089
H -2.03150 -1.99978 -1.04867
H 3.86118 -0.37859 2.81094
N -1.18923 -0.45739 -2.08371
O 3.27550 -0.11270 2.13043
C 1.96115 -0.59435 2.20781
H 0.88458 3.18180 -2.85783
*
```

Atom charges from the natural (NBO) analysis, given in e for atoms 1 to 6:
1. C -0.37
2. H 0.23
3. O -0.96
4. H 0.50
5. H 0.23
6. H 0.23

***

DFT (ωB97M-V with the def2-TZVPD basis set) results for C37H19ClF4N7O2PRbS as an isolated structure.

Relative energy (zero: lowest compared OMol25 entry of this formula, charge and spin) in eV: 0.545
Highest occupied orbital energy (alpha / beta) in Ha: -0.2121 / -0.1875

Structure (ORCA input):
```
! wB97M-V def2-TZVPD RIJCOSX def2/J DEFGRID3
* xyz -1 1
F -5.07448 0.53803 -5.09489
C -3.81940 -1.05957 -3.38710
H -4.67554 2.42537 2.27531
C -3.98079 1.30474 -5.21000
C 0.92426 -2.96715 1.23539
C 3.77619 4.40058 0.01792
C -1.49293 -0.64717 -3.10442
O 0.50380 2.85709 0.02514
Cl 4.41926 8.19567 1.09257
H 0.67273 -2.24508 2.00398
C -2.80923 0.94628 -4.49852
C -4.53259 -6.13687 0.21417
C -4.12596 1.49706 2.21064
H 1.82291 -5.54727 -1.48811
N -5.10600 5.01611 -8.55117
H 3.46460 -5.00099 0.28945
C -3.67372 -0.74051 2.92841
C 4.40868 5.59423 0.33481
C 2.25250 6.60268 0.74819
N -4.65783 -1.80003 -3.10243
C -2.71498 -0.20350 -3.67886
N 4.38544 -1.43762 3.27466
N -2.39042 0.22549 1.16122
H -5.23008 -6.96515 0.24454
C 2.39306 4.28841 0.07375
C -4.81527 -5.01678 -0.55056
H -1.51018 -5.21769 1.43327
O 2.47798 2.06873 -0.72792
H -2.11972 -2.69284 2.44277
N -1.09963 5.98637 -7.66976
C 3.63440 6.68337 0.69560
H -3.88185 -1.60207 3.55042
C -1.80821 2.93281 -5.52388
C 2.49414 -4.52134 0.27805
C -2.72790 -4.00537 0.12842
C -2.67441 -0.80077 1.95600
H -3.11178 -7.08038 1.52516
C -1.73642 1.85352 -4.69936
H 2.89007 -3.34240 2.02378
C -4.39745 0.42801 3.05308
C -1.93775 5.23967 -7.40771
F -5.21768 2.59927 -6.66383
C -3.91787 -3.95334 -0.59189
N -0.53616 -1.07216 -2.61839
H 1.67209 7.47225 1.02580
H 0.56340 5.29146 0.48792
N -1.91374 -1.96520 1.77087
P -1.66134 -2.49516 0.13097
C -0.01603 -3.29220 0.26155
C 3.86648 -0.45042 2.92409
H 5.48604 5.68633 0.29696
C 2.17105 -3.59056 1.25037
C -4.05549 2.38360 -6.03486
H -4.14661 -3.08632 -1.20385
Rb 0.48359 0.35029 -0.47880
S 3.13971 0.93537 2.44673
C -2.44648 -5.14554 0.88943
C -4.20508 4.69369 -7.90818
H -5.18262 0.49948 3.79592
C -3.11106 1.34097 1.28348
C 1.72798 2.96383 -0.24822
C 1.63947 5.39607 0.44256
H -0.38516 -4.46545 -1.50425
C -3.34304 -6.20140 0.93582
C 1.57137 -4.82936 -0.71761
H -2.83580 2.15374 0.62030
C 0.32928 -4.21919 -0.72634
H -5.73125 -4.96216 -1.12551
C -2.97085 3.26903 -6.26677
H 4.34902 3.53616 -0.29098
F -0.58667 1.65984 -4.03502
F -0.72688 3.71181 -5.62329
C -3.03713 4.36170 -7.15204
*
```

Atom charges from the Mulliken analysis, given in e for atoms 1 to 6:
1. F -0.35
2. C -0.17
3. H 0.38
4. C 0.06
5. C -0.25
6. C -0.18

***

DFT (ωB97M-V with the def2-TZVPD basis set) results for an isolated ion of composition C4H11N2O2 and charge -1.

SMILES: [O-]CNCCNCO
Relative energy (zero: lowest compared OMol25 entry of this formula, charge and spin) in eV: 3.687
Highest occupied orbital energy in Ha: -0.1087

Structure (ORCA input):
```
! wB97M-V def2-TZVPD RIJCOSX def2/J DEFGRID3
* xyz -1 1
O -2.73642 1.03452 -1.86678
H -3.32287 0.45448 -1.36437
H 1.73904 1.12419 2.34253
O 2.55886 0.67598 0.57806
C -1.32023 0.92907 -1.53857
H -0.34202 -1.34380 -1.54365
H -1.03062 1.96113 -1.41121
H 0.47758 -1.13829 2.35089
H -0.61764 0.67131 0.38922
H 0.97830 -2.34072 0.46272
C 0.68756 -1.29129 0.32456
H -0.88015 0.60781 -2.47620
H 1.38966 -0.69453 -0.26321
N 0.69442 -0.56544 1.55128
N -1.11393 0.20523 -0.34825
H 2.70046 -0.48593 2.27006
C -0.60928 -1.17930 -0.49540
H -1.47887 -1.82313 -0.31184
C 2.09887 0.28174 1.72926
*
```

Atom charges from the natural (NBO) analysis, given in e for atoms 1 to 6:
1. O -0.79
2. H 0.47
3. H 0.08
4. O -0.89
5. C 0.10
6. H 0.16

***

DFT (ωB97M-V with the def2-TZVPD basis set) results for C28H30ClN3PReS as an isolated structure.

Relative energy (zero: lowest compared OMol25 entry of this formula, charge and spin) in eV: 0.000
Highest occupied orbital energy (alpha / beta) in Ha: -0.6233 / -0.6278

Structure (ORCA input):
```
! wB97M-V def2-TZVPD RIJCOSX def2/J DEFGRID3
* xyz 3 2
N -1.90956 -0.68689 -1.45392
H -2.64824 -1.92937 5.16725
H -1.12134 -0.81321 -5.95471
H -0.42109 -2.96824 5.00966
H -0.94532 3.37054 -0.10474
H 1.35350 3.00412 5.25547
C -1.72353 -0.74685 2.15686
C -1.09746 -4.14380 -2.61317
H 4.95315 -2.69968 1.05369
H 0.28561 4.15272 -3.27809
C -0.44332 2.33728 4.27604
H -1.22206 2.56422 -4.98349
N -0.86762 2.54592 -4.03472
S 0.47278 1.29583 -2.02980
C 4.02250 0.53179 0.62645
H -3.49826 -0.48855 3.34984
C -0.46257 -1.34232 2.04980
C 0.01439 -2.14175 3.08169
C -0.75648 3.85050 -3.35553
C -2.51907 -0.94275 3.27159
H 2.47783 3.73020 3.17836
C 0.24728 -3.66099 -0.67733
H -0.92681 2.05460 5.20061
C -2.03565 -1.75455 4.29259
C -1.63024 -2.86220 -2.57212
C 1.48679 3.29944 3.14187
C -1.08045 2.18304 3.07790
H -2.19568 -0.36304 -2.37843
C -1.21745 2.61431 0.63186
H 2.01768 1.21446 0.38461
H 5.91849 -0.43140 0.89501
H -2.14233 -0.11677 1.34120
C 0.84500 2.89109 4.30672
H -0.05887 -0.52214 -3.92011
H -2.31104 2.57454 0.74690
H 0.99987 -2.58806 3.02738
H 0.18959 -5.56567 -1.65154
C -0.22445 -2.34745 -0.65946
C 2.94076 -2.03260 0.78458
H -1.20981 3.80222 -2.36914
Re -0.87854 0.76608 -0.33808
C -1.20366 -1.99269 -1.58513
C 2.10336 -0.92947 0.58585
C -0.18484 -4.55111 -1.64818
Cl 1.62915 3.68089 0.49608
H 2.54992 -3.03790 0.85573
C -0.78083 -2.34454 4.20241
H 0.94586 -4.00555 0.07108
H 4.44404 1.52636 0.56542
H -2.07938 1.77022 3.03706
C 4.84836 -0.56804 0.81251
C -1.10274 0.22419 -5.63625
C 2.65381 0.34958 0.51620
H -2.12012 0.61519 -5.66460
H -0.46274 0.78692 -6.31773
C 0.84335 3.15249 1.93358
H -1.42306 -4.83492 -3.37912
C -0.47844 2.62258 1.86431
C 4.30786 -1.84598 0.89744
P 0.33326 -1.06455 0.48091
H -2.39945 -2.56772 -3.27821
H -1.29857 4.57758 -3.95199
H -2.78637 -0.87241 -0.95841
C -0.44428 1.39723 -3.56672
N -0.57244 0.27703 -4.26579
*
```

Atom charges from the natural (NBO) analysis, given in e for atoms 1 to 6:
1. N -0.78
2. H 0.26
3. H 0.26
4. H 0.26
5. H 0.27
6. H 0.26

***

DFT (ωB97M-V with the def2-TZVPD basis set) results for C60H45BaN3O6P2SSe as an isolated structure.

Relative energy (zero: lowest compared OMol25 entry of this formula, charge and spin) in eV: 0.210
Highest occupied orbital energy in Ha: -0.0446

Structure (ORCA input):
```
! wB97M-V def2-TZVPD RIJCOSX def2/J DEFGRID3
* xyz -2 1
H -2.71865 -0.06766 -4.18420
P 2.71557 0.82063 0.50703
H -3.61749 -3.04906 -6.09945
H -1.73658 2.69866 1.68982
C 1.54511 -2.76824 0.45260
C 1.88666 5.43420 0.83849
H 0.95561 -4.13588 -3.52026
C 5.63257 2.02731 -2.06058
O 2.11634 -3.00892 1.49572
H -2.40028 -1.55175 6.53480
C 1.42980 6.87117 0.67031
C 0.86415 2.31851 -2.78629
C -0.73744 -4.27538 0.30764
C -0.57353 -2.59412 4.40728
P -0.51895 -2.40025 0.25882
C 4.40291 1.09024 -0.19503
H -2.07028 2.60806 -1.02040
C -1.72343 -4.86122 1.10322
H -0.74311 7.23884 0.59329
H 7.69156 0.25908 -0.04103
C -3.04545 -2.49366 -1.14476
H 0.54454 -7.14509 -0.99542
C -0.43348 2.19233 -3.60055
C -2.04083 1.85729 3.63199
H 2.13294 7.43262 0.05295
C -2.62110 -3.03111 -5.69207
H -2.38106 -4.22777 1.68439
H -2.46326 2.77606 4.02295
H -4.68482 -2.71101 -2.52014
H 4.25929 -1.34574 1.82361
C -2.59748 -2.22098 0.15242
H -0.34845 -3.38945 5.11044
H 3.09025 -1.04084 5.92123
C -2.88678 4.44442 -5.47325
N -2.08325 -4.09773 -4.99640
C 5.58657 0.52782 0.26921
C -3.58895 -1.94656 1.09450
O -2.08133 5.26869 -5.95179
C -0.55947 -1.85590 2.04741
H -0.44339 4.25212 -4.17508
C 6.81108 1.45313 -1.59178
C -1.23624 3.18161 -0.63012
H -1.21220 -8.15335 0.44725
C 3.04706 4.90143 1.31593
C -1.08097 -7.07778 0.40954
H 7.74157 1.59117 -2.13000
H -2.55920 -4.94618 -4.74710
C -1.88860 -6.24138 1.16792
C -1.10770 0.66925 1.70229
C -2.88884 2.00668 -4.74900
C 2.21852 0.91536 3.28984
C 4.44235 1.85165 -1.37140
C 2.26727 2.62382 0.78335
C 2.25285 0.42666 4.58996
C -0.19317 2.50093 -0.07636
C -0.97325 -0.55085 2.47399
H -2.30078 -2.71562 -1.91564
H 0.04632 -3.76429 2.72316
H 0.37875 -5.51695 -4.47907
C 6.78276 0.71039 -0.42222
C 0.99649 3.16983 0.38296
C 0.03264 6.76584 -0.01032
C -0.33167 -2.79820 3.02507
H 0.87614 -4.71408 -1.03716
H 0.02511 7.25331 -0.98584
H -3.31184 -1.72086 2.12349
C -0.22131 5.28022 -0.15136
C -0.82552 -3.75676 -4.60804
C -0.09950 -6.51173 -0.39469
C -1.26067 4.59992 -0.69573
H -0.79228 -0.94294 6.89284
H -0.43202 -5.07484 -2.96865
C -1.29902 -0.40677 3.83566
H 4.17895 3.08817 1.55762
S -0.39548 0.73389 0.04609
C -1.59522 -0.92127 6.15286
C -1.83859 0.76110 4.40985
C -4.94705 -1.95404 0.76675
H 1.64619 0.90139 5.35435
O 1.45687 3.38145 -2.76808
H -2.65225 -6.65907 1.81529
H 5.59912 -0.04902 1.18333
C -5.35488 -2.23614 -0.52998
O 1.21453 1.24450 -2.12552
C 0.07784 -5.13332 -0.43398
N -1.02764 0.98169 -3.65305
H 1.59172 1.77345 3.07259
C -0.98413 3.31646 -4.19416
H -5.68899 -1.74829 1.53249
C -1.11868 -1.41430 4.80207
O -1.53113 0.40077 -0.91824
H -2.10051 5.09784 -1.16629
H -1.54889 1.26030 6.49218
C 3.22208 3.49761 1.25088
C -2.08954 0.53113 5.88554
C 0.06909 -4.67669 -3.85162
H 4.40414 -2.13989 4.12464
H 3.84679 5.52461 1.70110
H 5.63377 2.60795 -2.97553
H -6.40778 -2.24948 -0.78553
C 2.97752 0.32549 2.27161
C 3.79867 -1.26907 3.90413
C -1.64903 -2.08422 -5.69604
C 0.88588 4.56700 0.37128
Se 2.58674 -2.67257 -1.25473
C -4.38762 -2.50215 -1.49698
C 3.05460 -0.66347 4.90555
C 3.74141 -0.79694 2.59931
C -2.23533 3.23327 -4.79249
H -3.89309 1.93595 -5.14614
C -2.24549 0.91044 -4.19892
H -1.67206 -1.10197 -6.14061
N -0.53240 -2.54342 -5.01440
H 3.53272 2.31097 -1.74993
H 1.36940 7.37908 1.63429
C -1.63607 1.79987 2.27677
Ba 0.27121 -0.74034 -2.28619
O -4.13739 4.44015 -5.46596
H -3.14917 0.64277 6.12152
*
```

Atom charges from the Mulliken analysis, given in e for atoms 1 to 6:
1. H 0.86
2. P 1.67
3. H 0.45
4. H 0.45
5. C -0.14
6. C 0.41

***

DFT (ωB97M-V with the def2-TZVPD basis set) results for C19H17CoN4O8S as an isolated structure.

Relative energy (zero: lowest compared OMol25 entry of this formula, charge and spin) in eV: 1.052
Highest occupied orbital energy (alpha / beta) in Ha: -0.2041 / -0.1904

Structure (ORCA input):
```
! wB97M-V def2-TZVPD RIJCOSX def2/J DEFGRID3
* xyz -1 2
H 5.09138 0.17469 -1.74572
C -3.90072 -5.25281 0.16528
H 3.65318 -0.85411 -1.70382
H -3.54962 5.06549 0.27648
O -4.54602 -7.42911 0.10328
H -2.04642 7.02169 0.35738
N 1.30208 2.01629 0.24008
H 5.19518 -1.46911 -1.10632
Co -0.89392 -0.63791 0.22618
C -0.25892 5.83359 0.35358
S 1.36458 -0.71811 0.19018
O -2.74902 -0.60171 0.23088
H 3.69208 -0.90231 0.75178
H 4.31148 3.98519 -1.21472
C -0.57552 3.43989 0.28158
O -0.81492 1.06579 0.25748
H -2.29652 -6.67371 0.14638
N -0.19152 -5.08471 0.16578
C -1.89222 -3.26081 0.19588
N 3.34738 1.05159 0.23218
C 4.21388 -0.09961 0.22608
H 4.41478 2.37329 -1.92942
O -0.94182 -2.36181 0.21468
H 3.33698 3.01819 0.86128
C -1.96502 3.64159 0.26418
O 0.36198 -5.17241 -0.91612
N -4.90442 -6.24891 0.14338
O 0.30698 -5.38061 1.23718
H 0.40328 6.68859 0.39488
C 3.87118 2.99069 -1.21942
C -3.27022 -2.92471 0.20328
C 4.56428 -0.58781 -1.17762
C 2.00248 0.90969 0.21928
H 2.83688 3.06479 -1.54092
H 4.94358 2.32489 0.53928
H 5.12148 0.15329 0.77898
C -0.02282 2.10549 0.25958
H -5.28172 -3.60511 0.18908
C -3.69602 -1.47481 0.22528
C -1.63562 6.02199 0.33448
C 3.91338 2.38379 0.18218
H 1.33918 4.40989 0.33968
C -4.24372 -3.90211 0.18648
O -6.08672 -5.90381 0.16448
H -2.61362 2.77939 0.23028
C -2.54872 -5.62251 0.16268
C 0.27098 4.56249 0.32528
O -4.87612 -1.18351 0.23408
C -2.47942 4.91979 0.28898
C -1.57752 -4.64981 0.17468
*
```

Atom charges from the natural (NBO) analysis, given in e for atoms 1 to 6:
1. H 0.19
2. C -0.06
3. H 0.23
4. H 0.21
5. O -0.42
6. H 0.21